C44H35F6IMnN4O7 | ωB97M-V with the def2-TZVPD basis set

Molecular weight ... 1027.61 g mol⁻¹
Orbital gap (spin up / spin down) ... 4.28 / 5.80 eV
Calculated total energy ... -4491.46009 Ha
ΔE to the lowest compared entry with this formula, charge and spin ... 16.4 kJ/mol

Geometry as ORCA input:
```
! RIJCOSX wB97M-V def2-TZVPD def2/J DEFGRID3
* xyz -2 6
Mn 0.032 -0.613 -0.053
C -5.019 4.753 -0.028
C -4.038 5.085 1.094
C -4.799 5.381 2.377
C -3.865 5.459 3.575
C -3.158 4.143 3.721
C -2.851 3.591 4.941
C -2.147 2.390 5.005
F -1.869 1.891 6.233
C -1.731 1.733 3.884
C -2.049 2.278 2.636
C -1.541 1.597 1.415
O -1.029 0.490 1.519
C -1.690 2.348 0.186
C -2.457 3.459 0.205
N -3.088 3.975 1.294
C -2.781 3.459 2.548
C -1.013 2.031 -1.145
O -1.236 2.818 -2.068
O -0.277 1.000 -1.217
H -5.818 5.498 -0.046
H -5.460 3.770 0.146
H -4.545 4.741 -1.007
H -3.461 5.974 0.812
H -5.531 4.585 2.546
H -5.348 6.314 2.235
H -4.409 5.700 4.490
H -3.132 6.256 3.410
H -3.132 4.092 5.860
H -1.160 0.813 3.926
H -2.581 3.991 -0.730
C 2.670 -4.759 2.914
C 2.989 -3.910 1.854
C 2.020 -3.138 1.245
C 0.689 -3.194 1.685
C 0.367 -4.047 2.748
C 1.353 -4.816 3.351
N -0.263 -2.422 1.028
N -1.520 -2.820 1.229
C -2.383 -2.125 0.420
C -3.748 -2.453 0.425
C -4.616 -1.858 -0.483
C -4.139 -0.935 -1.405
C -2.780 -0.581 -1.386
C -1.906 -1.145 -0.482
H 3.438 -5.354 3.395
H 4.014 -3.843 1.508
H 2.259 -2.478 0.421
H -0.658 -4.087 3.087
H 1.087 -5.467 4.178
H -4.099 -3.190 1.139
H -5.667 -2.128 -0.479
H -4.804 -0.494 -2.140
H -2.419 0.147 -2.104
N -1.884 -4.533 -1.590
C -1.085 -3.769 -2.403
O -0.240 -3.022 -1.990
C -1.284 -3.962 -3.906
I -3.095 -3.052 -4.563
H -1.834 -4.238 -0.617
H -2.821 -4.709 -1.916
H -1.390 -5.005 -4.186
H -0.486 -3.466 -4.443
C 5.302 -2.265 -6.483
C 4.623 -1.783 -5.225
C 5.213 -1.957 -3.980
C 4.592 -1.518 -2.813
C 5.235 -1.726 -1.466
C 3.349 -0.895 -2.896
C 2.721 -0.735 -4.134
C 1.361 -0.091 -4.213
C 3.374 -1.173 -5.281
C 2.684 -0.342 -1.642
O 3.162 0.673 -1.141
O 1.676 -1.023 -1.269
H 6.351 -2.499 -6.297
H 5.256 -1.511 -7.272
H 4.824 -3.170 -6.871
H 6.184 -2.442 -3.913
H 6.234 -2.153 -1.569
H 4.631 -2.403 -0.856
H 5.300 -0.783 -0.923
H 1.413 0.976 -3.986
H 0.688 -0.519 -3.469
H 0.929 -0.214 -5.209
H 2.891 -1.037 -6.246
F 4.365 3.674 4.048
C 3.674 2.704 3.397
C 2.729 3.021 2.440
F 2.498 4.321 2.154
C 2.019 2.038 1.784
F 1.104 2.437 0.881
C 2.194 0.654 2.030
O 1.545 -0.286 1.468
C 3.176 0.385 3.020
F 3.433 -0.897 3.342
C 3.886 1.366 3.678
F 4.800 1.028 4.615
*
```

These are the Löwdin partial charges, in e, on atoms 1 to 5:
1. Mn 0.971
2. C -0.046
3. C -0.320
4. C -0.159
5. C -0.134

=====

C12H33CuN3O3 | ωB97M-V with the def2-TZVPD basis set

Molecular weight ... 330.96 g mol⁻¹
Orbital gap ... 7.69 eV
Calculated total energy ... -2507.16797 Ha
ΔE to the lowest compared entry with this formula, charge and spin ... 0.0 kJ/mol

Geometry as ORCA input:
```
! RIJCOSX wB97M-V def2-TZVPD def2/J DEFGRID3
* xyz 1 1
Cu 0.550 0.158 0.522
C -1.998 1.292 1.771
C -2.012 0.898 0.308
C -2.976 1.670 -0.554
O -2.582 1.515 -1.927
C -3.552 1.787 -2.893
N -0.683 1.276 -0.245
H -3.044 1.179 2.126
H -1.589 2.285 1.962
H -1.441 0.646 2.428
H -2.248 -0.172 0.197
H -2.930 2.675 -0.193
H -3.970 1.271 -0.411
H -4.373 1.089 -2.806
H -3.069 1.651 -3.892
H -3.841 2.850 -2.795
H -0.590 2.330 -0.136
H -0.851 1.299 -1.273
C 0.542 -3.853 1.170
C 0.613 -2.518 0.464
C -0.238 -2.506 -0.810
O -0.210 -1.196 -1.249
C -0.956 -0.970 -2.453
N 0.041 -1.548 1.372
H 1.013 -4.638 0.611
H -0.448 -4.210 1.276
H 0.993 -3.813 2.113
H 1.682 -2.305 0.377
H -1.256 -2.839 -0.769
H 0.128 -3.060 -1.670
H -0.728 -1.634 -3.254
H -0.811 0.085 -2.794
H -1.988 -1.138 -2.210
H -0.820 -1.997 1.629
H 0.618 -1.446 2.210
C 3.305 0.007 2.227
C 2.577 1.248 1.750
C 2.716 1.461 0.259
O 2.237 0.332 -0.395
C 2.392 0.391 -1.879
N 1.145 1.167 2.107
H 3.391 -0.117 3.287
H 4.309 0.073 1.997
H 2.952 -0.915 1.755
H 3.098 2.077 2.258
H 3.786 1.590 0.212
H 2.095 2.323 -0.035
H 1.862 -0.476 -2.319
H 3.425 0.339 -2.178
H 1.890 1.316 -2.331
H 0.807 2.142 1.995
H 1.037 0.929 3.089
*
```

These are the natural (NBO) partial charges, in e, on atoms 1 to 5:
1. Cu 0.885
2. C -0.622
3. C -0.068
4. C -0.080
5. O -0.580